Entry 1:
C21H60ClN9O10P3 | ωB97M-V with the def2-TZVPD basis set

Structure (XYZ):
```
104
Properties=species:S:1:pos:R:3:forces:R:3:mulliken_charge:R:1
C 24.06035 11.36110 -25.90946 0.053 -0.920 -0.985 -1.2361
H 19.93539 10.94494 -27.52420 -0.077 -0.393 0.279 0.4393
C 24.12160 13.48210 -24.65689 -0.219 -0.581 -0.535 -1.0917
H 15.12908 15.18506 -17.07838 -0.022 0.076 -0.253 0.1894
H 19.16628 17.20584 -15.26046 -0.105 0.273 -0.021 0.2491
H 16.14446 13.20712 -12.47642 -0.176 0.087 0.312 0.4109
O 18.99194 14.18637 -15.66246 0.643 0.292 -0.007 -0.9301
O 14.73775 8.24090 -22.93617 0.211 -0.136 0.175 -0.3722
C 22.67134 10.03448 -23.36971 0.292 0.491 0.533 -1.0907
H 15.32836 13.85884 -13.91172 0.043 -0.208 0.040 0.3914
P 21.78508 12.11025 -24.72122 -0.206 -0.111 -0.318 0.4934
H 16.20119 7.61722 -21.64361 -0.135 -0.128 -0.222 0.2836
N 21.64301 10.55256 -24.24805 0.164 -0.635 0.034 0.3443
H 14.29980 12.28232 -23.81059 -0.168 0.213 0.030 0.3884
H 21.08677 10.02505 -26.47707 0.038 -0.288 -0.225 0.4246
H 17.18682 12.08599 -16.86148 -0.288 -0.093 -0.156 0.2554
H 15.37158 16.09949 -15.04278 -0.050 -0.027 -0.113 0.3948
H 22.79569 10.67265 -22.48624 -0.167 -0.297 0.169 0.3297
H 22.37213 9.03666 -23.06704 0.219 -0.129 0.133 0.4115
P 17.63627 14.61918 -15.33123 -1.039 -0.215 0.470 0.3998
O 17.40471 14.82242 -22.58112 0.436 0.564 0.219 -0.9903
H 13.69675 15.92056 -25.14844 0.123 -0.039 -0.348 0.3288
C 20.92254 10.93008 -27.04246 -0.076 0.310 -1.164 -1.1870
H 15.22793 13.52762 -17.72833 -0.082 0.061 -0.200 0.3897
O 13.42245 8.21222 -24.69152 -0.207 -0.256 -0.222 -0.3528
Cl 18.66886 11.66371 -19.69440 -0.321 0.190 -0.032 1.7360
C 15.20609 13.78112 -20.91987 -0.113 0.843 0.308 -1.7372
O 17.22801 11.40845 -19.65858 0.140 -0.410 -0.325 -0.6755
H 15.61162 14.95791 -12.59717 0.032 -0.273 0.436 0.3560
C 20.44414 13.29708 -26.67426 -0.104 0.567 0.435 -1.1520
H 16.51739 12.92887 -26.59542 0.170 -0.046 0.057 0.4046
C 16.03343 14.08428 -13.11358 -0.107 0.507 -0.798 -1.1312
C 14.33429 12.36610 -22.72502 0.131 -0.796 0.492 -1.1402
H 15.71287 17.44041 -16.16108 -0.018 0.020 0.038 0.3868
H 16.08243 9.34069 -21.76185 -0.273 0.272 -0.135 0.1518
H 12.27796 8.19243 -22.94471 0.192 -0.264 0.101 0.2710
H 19.64161 10.23991 -24.82403 0.085 0.061 0.044 0.1536
H 13.35363 12.59817 -22.28234 0.031 0.250 -0.410 0.3254
H 12.75272 6.55636 -23.58405 0.178 0.097 0.213 0.2760
H 18.15567 12.05926 -23.72675 0.019 0.026 -0.324 0.2073
H 16.12043 14.30187 -20.63444 -0.052 0.001 -0.108 0.3932
O 15.53812 8.91720 -24.95079 -1.154 -0.632 0.670 -0.5541
H 16.68806 16.53228 -25.16868 -0.454 -0.141 0.006 0.2522
H 14.35859 14.49210 -20.86899 0.150 -0.095 0.137 0.3181
N 15.33974 13.30805 -22.28714 -0.272 -0.804 0.298 1.0116
H 24.63859 13.86442 -25.54834 0.111 -0.118 0.163 0.3192
H 24.83995 13.29486 -23.85349 0.037 0.115 -0.073 0.2925
C 12.45781 7.57500 -23.82493 -0.065 0.500 -0.264 -0.6371
C 16.52869 12.37125 -16.03356 1.083 -0.075 0.168 -0.9918
C 18.47557 17.01407 -16.09060 0.295 -0.009 -0.278 -1.0325
H 20.54995 8.82853 -24.30649 -0.359 -0.148 0.406 0.5270
P 16.27572 14.21831 -23.27996 0.195 -0.002 0.455 0.1933
C 16.70632 13.74213 -25.88628 0.015 0.148 -0.665 -1.2116
H 17.57153 11.50514 -25.29885 -0.318 -0.137 -0.145 0.4825
H 15.24152 17.40797 -24.58366 -0.073 -0.098 -0.025 0.3927
H 15.92862 14.47554 -26.10837 0.367 0.133 0.157 0.5612
O 18.91772 12.75489 -20.60577 0.071 -0.315 0.342 -0.6063
H 21.61527 11.01124 -27.89999 0.167 -0.285 0.245 0.2520
H 21.20514 13.98140 -27.08086 -0.190 -0.211 -0.345 0.2428
C 20.35821 9.87993 -24.08293 0.026 0.529 -0.570 -0.9951
C 15.78902 14.34804 -17.29288 0.749 -0.350 0.896 -1.2229
H 11.52422 7.53278 -24.38465 0.178 0.061 -0.202 0.2610
C 14.65660 8.47827 -24.23739 0.465 0.676 -0.720 0.9344
H 17.10390 12.08972 -15.14421 -0.315 -0.100 0.064 0.3892
C 16.02609 8.42828 -22.35051 0.823 0.038 0.766 -0.6231
H 18.12608 17.94826 -16.53152 -0.002 0.076 0.106 0.3635
N 21.01520 12.05890 -26.18083 -0.862 0.733 0.244 0.5715
N 15.29767 15.40407 -23.90984 0.159 0.962 -0.965 0.1022
H 24.20045 11.79285 -26.91491 0.281 0.094 0.194 0.3046
H 16.60342 17.03535 -23.52279 -0.260 -0.214 0.150 0.3013
H 18.49070 15.91005 -12.78141 -0.160 -0.071 0.274 0.2483
H 13.30054 14.79889 -23.89270 0.111 -0.113 -0.169 0.2145
H 23.43460 10.47943 -26.07941 0.048 0.044 0.100 0.3780
H 17.69767 14.16080 -26.08892 -0.084 0.144 -0.246 0.0735
H 19.65335 13.08136 -27.39420 0.221 0.010 -0.251 0.4361
H 16.63843 11.27775 -23.75196 -0.304 -0.249 -0.439 -0.1112
N 16.34945 13.83053 -16.01124 -0.683 -0.241 -0.699 0.3387
H 15.05452 13.02843 -20.14470 0.046 -0.500 -0.517 0.4882
H 23.41344 14.24812 -24.35799 -0.091 -0.121 0.260 0.2996
H 19.04612 16.47930 -16.84919 0.044 0.051 -0.004 0.2975
O 19.39683 10.48093 -20.14210 -0.464 0.221 0.069 -0.7292
H 19.28911 14.38594 -13.04025 -0.062 -0.196 0.205 0.2857
C 14.08019 15.04545 -24.63058 -0.492 0.092 1.163 -0.9361
H 19.96174 13.85752 -25.86576 0.192 -0.214 0.075 0.2898
C 15.97707 16.64389 -24.32678 0.401 0.014 0.017 -0.9920
H 16.81183 8.45881 -23.09950 -0.121 -0.095 -0.099 0.3803
H 19.93083 10.08145 -23.10309 -0.020 -0.368 0.261 0.2859
C 16.10685 16.84933 -15.32969 0.369 0.158 0.590 -1.2212
H 16.24308 17.49973 -14.44729 -0.093 0.049 -0.225 0.2777
O 21.30429 13.19374 -23.86602 -0.016 0.506 0.061 -1.0704
N 23.40628 12.24035 -25.01900 0.389 1.439 1.014 0.4151
O 19.06346 11.99381 -18.34408 0.311 0.055 -0.171 -0.7092
H 18.01387 14.51481 -11.76978 0.186 -0.046 0.210 0.4105
H 15.59504 11.80828 -16.06455 -0.131 0.254 0.007 0.3086
N 16.62682 13.23922 -24.54827 -0.845 -0.907 -0.607 0.9647
H 16.60933 14.63195 -17.95335 -0.262 0.053 -0.305 0.4766
C 18.32537 14.81868 -12.76251 0.517 0.512 -0.531 -1.0456
H 25.01105 10.97452 -25.52287 0.098 0.267 -0.048 0.3788
H 14.17190 14.17819 -25.28881 0.043 0.167 -0.188 0.3359
H 23.64559 10.03255 -23.85581 -0.023 -0.336 -0.085 0.2923
N 17.30844 14.42771 -13.70752 -0.247 -0.551 0.195 0.2839
N 17.34746 16.20550 -15.69105 -0.003 -0.022 -0.403 0.4886
H 14.55473 11.34581 -22.35414 0.109 0.268 -0.016 0.1245
C 17.25662 11.93813 -24.35712 0.974 0.438 1.671 -0.8556
```
Forces are in eV/Å.

For the energy above the lowest of the compared OMol25 structures with the same formula, charge and spin, the calculation gives 36.9 kcal/mol. The value obtained for the HOMO energy is -5.698 eV. As for the net charge: -1. The value obtained for the LUMO energy is 0.08634 Eh. For the total energy, the calculation gives -3565.5457 hartree.

Entry 2:
C21H60F3O13SSn | ωB97M-V with the def2-TZVPD basis set

Structure (XYZ):
```
99
Properties=species:S:1:pos:R:3:forces:R:3:mulliken_charge:R:1
H -0.03896 0.07183 5.58153 -0.156 -0.558 -0.339 0.3764
H -2.97151 4.43856 2.33102 -0.104 0.323 -0.179 0.3390
O -1.11413 -4.12697 1.82981 0.883 0.212 -0.677 -0.3948
H -1.16606 -2.58503 3.16422 -0.444 0.208 0.152 0.2873
H 1.85936 3.68732 0.16042 -0.248 0.381 -0.001 0.1268
H 5.89105 3.65777 2.35442 -0.066 -0.137 -0.374 0.3329
C 0.14571 0.58938 4.64055 0.162 0.444 -0.662 -0.5124
O 0.58363 0.84739 1.03682 -0.297 -0.618 -0.017 -0.3038
H -2.44301 3.18460 -5.81214 0.045 0.073 0.013 0.2937
O 2.92276 2.63207 -2.79711 -0.019 -0.492 0.151 -0.5975
H -3.10476 4.55408 0.52076 0.404 0.263 0.233 0.3580
C 1.60913 0.14813 -5.00348 1.403 1.702 -0.190 0.4538
H -3.18815 4.51202 -4.13244 -0.224 0.168 0.079 0.3158
H 1.64716 0.88058 -7.11665 0.205 -0.182 0.123 0.3831
H -1.09227 -6.94634 -1.72885 0.235 0.222 -0.591 0.3372
C -3.71793 -1.98017 -1.53821 0.744 0.437 -0.786 -0.0741
H 3.25684 1.46413 0.98895 0.046 -0.061 0.093 0.1422
H -3.49048 -3.13146 1.16977 0.131 0.107 -0.092 0.3579
H 3.36932 -1.62729 3.74367 -0.399 -0.156 -0.572 0.1525
H -1.12041 1.79743 -4.47726 -0.002 -0.204 0.173 -0.2550
C -2.17066 2.76746 1.27037 -0.499 -0.209 -0.560 0.6079
C -1.60560 -2.80553 2.19279 -0.189 0.315 0.162 0.4553
H -2.49055 2.10969 0.45032 -0.193 -0.174 0.199 -0.1142
O 0.06767 -0.28072 3.49615 0.105 -0.754 0.830 -0.1309
H 3.35419 3.90750 -0.74678 -0.002 -0.219 0.214 0.3852
F 0.36116 0.13098 -2.26004 -0.101 -0.156 0.286 0.0554
H 1.38085 1.96139 5.63394 0.464 -0.230 0.201 0.4314
C 4.86347 1.70911 2.14258 -1.042 -0.167 -0.126 0.4263
O -5.81497 -1.34992 -0.51115 0.240 0.497 0.333 -0.5234
C -0.90452 -5.96007 -1.30321 -0.166 0.296 1.947 -0.2720
H -0.05433 0.26696 2.70646 0.325 -0.074 -0.069 0.0410
H 3.44792 -0.31605 -5.36654 0.260 0.134 0.061 0.2853
H -5.46737 -1.11281 -2.46366 0.253 -0.291 -0.118 0.2942
H -4.01663 -3.01881 -1.65930 -0.122 0.021 0.131 0.4090
H 1.48165 2.09747 3.93814 0.217 -0.187 -0.180 0.2286
H -1.41189 3.11129 -3.35638 -0.081 0.271 -0.286 0.2653
O 1.48818 -2.64786 3.77972 0.175 -0.637 -1.019 -0.3510
H -3.50215 1.92991 -5.28215 -0.598 0.264 0.242 0.3575
S 1.14501 -0.22107 0.22427 -0.188 1.526 -0.145 0.6423
C 5.02108 3.10638 2.70633 0.072 0.088 1.313 -1.1454
H 0.99203 3.20825 -2.48027 0.016 0.532 0.187 0.1226
H 1.70602 2.12476 -5.85374 0.252 -0.128 0.108 0.2598
H 5.12992 3.06846 3.79773 0.182 -0.137 -0.030 0.3821
H -0.32179 2.42423 0.96729 0.190 0.359 -0.182 0.2783
C -0.09954 -0.49024 -1.18051 1.232 0.329 -0.557 0.2833
H 4.12778 3.71418 2.56625 -0.037 -0.129 -0.372 0.2615
H 0.22817 1.28643 -6.17792 -0.013 -0.120 -0.128 0.2022
H 2.39316 0.78487 4.68301 -0.131 -0.257 0.243 0.1334
H -3.62581 -3.27667 2.91453 0.174 -0.113 0.036 0.5143
O 0.49623 -5.59548 -1.34809 0.149 0.389 -0.105 -0.5345
H -4.19225 3.56915 1.36151 0.088 -0.337 0.402 0.3719
C -3.15453 3.90714 1.39903 -0.053 0.149 -0.464 -1.4578
C 1.31278 1.14167 -6.11089 -0.866 0.081 -0.522 -1.0676
H -5.75848 -0.68950 0.18465 -0.062 -0.025 0.027 0.3096
F -1.33701 -0.06563 -0.99690 0.113 -0.419 0.674 -0.1224
H -1.58497 -4.74461 2.40172 0.154 -0.151 -0.012 0.2593
C -3.11305 -2.73832 2.11281 -0.357 -0.190 0.575 -1.3858
H -0.67358 1.29113 4.47139 0.098 0.279 0.578 0.4572
H 1.49826 1.96653 -1.47529 0.806 0.071 0.130 -0.6799
H 2.38508 -1.36702 5.12803 -0.278 -0.076 -0.026 0.1198
H 3.20171 3.44776 -3.22183 -0.091 0.083 0.077 0.3104
H -1.23378 -2.03776 1.51718 0.501 -0.521 -0.292 -0.3387
H 4.28450 1.03237 2.78587 -0.011 0.383 0.450 -0.3828
H -1.08872 -6.11448 -0.23468 0.006 0.054 -0.017 0.1389
H -2.78566 -5.05628 -1.30823 -0.160 0.124 -0.262 0.3597
H 0.57988 -5.11909 -2.18471 0.435 -0.017 0.018 0.3256
O -0.86700 3.22291 0.94238 -0.225 -0.040 0.557 -0.5594
O -3.79649 3.81247 -4.39055 -0.065 -0.480 -0.062 -0.5242
C -2.95531 2.80083 -4.92184 0.968 0.094 -0.042 -0.5338
F -0.06077 -1.81406 -1.44183 -0.607 -0.154 0.015 -0.2225
C 3.38053 -3.25409 5.13653 -0.908 0.075 0.420 -1.2472
H 2.81568 -3.49208 6.04075 -0.180 -0.361 -0.214 0.3231
C -4.88548 -1.02561 -1.54097 -0.535 -0.317 -0.517 -0.6866
C 1.46592 1.34651 4.73413 -0.965 1.161 -0.354 -0.9571
C -1.82618 -4.85537 -1.78714 -0.177 -1.099 -0.221 -0.8835
C 1.86730 2.90487 -1.88548 -0.610 0.296 -0.436 0.9713
H 5.81509 1.18047 2.04475 0.127 0.292 -0.474 0.2981
H 1.17672 0.63650 -4.13888 -0.459 -0.836 0.214 -0.3770
H -1.94229 -4.97190 -2.86529 -0.152 0.498 -0.035 0.4728
H -2.32536 1.66309 -3.15749 -0.085 -0.153 -0.153 -0.0973
H 2.02742 4.92762 -1.18812 -0.330 0.101 0.471 0.4514
H -3.08601 -1.69847 -2.39057 -0.095 -0.271 -0.158 0.3559
C 2.26571 3.93028 -0.81769 0.394 -0.325 -0.843 -1.2904
H 3.39962 -4.13098 4.48382 0.393 -0.140 0.196 0.2165
H -3.03271 -1.86005 -0.69793 -0.403 -0.077 0.341 -0.4479
H 0.90404 -1.87810 3.59777 -0.073 0.285 -0.295 0.3638
C 2.65486 -2.13752 4.40189 1.234 0.433 1.006 0.1196
H 4.35576 -2.98022 5.53280 0.214 0.079 -0.575 0.3904
H -4.53634 0.01085 -1.58807 -0.084 0.054 0.690 0.3220
O 3.01042 0.20425 -4.68422 -0.036 -0.768 -0.309 -0.5053
O 1.12564 -1.50139 0.96020 0.349 -2.154 0.176 -0.2676
H -3.43713 -1.70109 2.20990 0.068 0.028 -0.102 0.3171
O 4.15625 1.78119 0.90769 0.966 0.013 -0.350 -0.4212
H -1.53433 -3.84797 -1.50104 0.265 -0.079 -0.023 0.1580
H 1.33854 -0.88276 -5.23291 -0.548 0.089 0.271 0.3729
H -2.20921 2.20740 2.21541 0.302 -0.164 -0.071 0.0711
O 2.38078 0.13444 -0.39433 -0.182 -1.009 -0.202 -0.5570
C -1.90422 2.31690 -3.92385 0.041 -0.054 0.114 0.1793
Sn 1.88242 -4.17411 1.11460 -2.171 2.320 0.477 1.6075
```
Forces are in eV/Å.

For the energy above the lowest of the compared OMol25 structures with the same formula, charge and spin, the calculation gives 55.0 kcal/mol. The value obtained for the HOMO energy is -11.076 eV. As for the net charge: +1. The value obtained for the LUMO energy is -0.25206 Eh. For the total energy, the calculation gives -2725.8652 hartree.